[1]
Formula: C12H8F9N3OS2Se2TcTe2
Source: OMol25
Level of theory: ωB97M-V/def2-TZVPD

Computed properties:
- F_max (eV/Å) = 0.84
- molecular weight (g/mol) = 956.45
- HOMO (spin up / spin down) (eV) = -7.57 / -7.50
- relative energy (zero: lowest compared OMol25 entry of this formula, charge and spin) (kcal/mol) = 3.2
- charge = 0
- expectation value of S² = 0.771
- spin multiplicity = 2

XYZ file:
```
40
Properties=species:S:1:pos:R:3:forces:R:3
Tc -0.6926 -0.6148 -0.4489 -0.512 -0.618 0.193
C 3.0130 2.6464 -3.0801 0.085 0.048 0.044
S 1.2968 3.0449 -2.7189 -0.106 -0.095 0.103
C 0.8985 1.7852 -1.5741 0.181 0.227 -0.083
S -0.7502 1.7015 -1.0645 -0.139 0.201 -0.259
N 1.8215 0.9868 -1.1317 -0.487 -0.476 0.130
N 1.2096 0.1059 -0.2339 0.288 0.440 -0.284
C 1.8576 -0.2316 0.8156 -0.021 -0.201 0.402
C 1.0462 -0.8024 1.8785 0.116 0.194 -0.387
C 1.5655 -1.2406 3.0865 0.053 0.002 0.147
C 0.6940 -1.6398 4.0767 0.065 -0.015 0.049
C -0.6710 -1.5699 3.8343 -0.111 0.007 0.052
C -1.1193 -1.1310 2.6069 0.173 0.064 -0.185
N -0.2831 -0.7553 1.6255 -0.206 -0.216 0.205
H 3.4070 3.4863 -3.6507 -0.021 -0.035 -0.010
H 3.0710 1.7346 -3.6692 0.026 -0.010 0.020
H 3.5783 2.5284 -2.1600 0.010 0.016 -0.009
H 2.8989 0.0412 0.9421 -0.014 -0.011 0.031
H 2.6376 -1.2618 3.2301 -0.024 -0.015 -0.014
H 1.0691 -2.0032 5.0247 -0.020 0.029 -0.013
H -1.3907 -1.8617 4.5863 0.013 0.010 -0.008
H -2.1743 -1.0630 2.3834 -0.029 -0.034 0.003
Se -0.6744 -1.0569 -2.9335 -0.023 0.021 -0.097
Te -2.4082 0.2160 -4.0271 -0.090 0.041 -0.041
Te -4.1248 0.7406 -2.0130 -0.150 0.040 -0.128
Se -3.0984 -0.5781 -0.1570 0.801 0.214 0.125
F -2.0391 -3.9041 -1.5220 -0.084 0.065 -0.024
C -1.4123 -4.3023 -0.4163 0.192 0.035 0.043
F -2.0715 -3.7846 0.6290 -0.064 0.005 0.021
F -1.5133 -5.6336 -0.3416 -0.048 -0.043 -0.024
C 0.0699 -3.8108 -0.4059 0.048 -0.179 -0.090
O 0.1538 -2.4722 -0.3786 0.139 0.264 0.081
C 0.7795 -4.3422 0.8941 -0.100 0.039 -0.156
F 2.0497 -3.9231 0.9244 0.015 0.003 0.063
F 0.1719 -3.8429 1.9792 0.027 -0.048 0.024
F 0.7870 -5.6717 1.0157 0.007 -0.012 0.034
C 0.8294 -4.3893 -1.6499 -0.026 0.061 0.172
F 0.9370 -5.7220 -1.6118 0.036 -0.057 -0.021
F 0.2154 -4.0700 -2.7908 -0.026 0.044 -0.058
F 2.0608 -3.8755 -1.7036 0.026 -0.005 -0.048
```
Forces are in eV/Å.

[2]
Formula: C3H7N3S
Source: OMol25
Level of theory: ωB97M-V/def2-TZVPD

Computed properties:
- F_max (eV/Å) = 2.18
- molecular weight (g/mol) = 117.18
- HOMO (eV) = -7.79
- structure (SMILES) = C=CN(N)/C=N/S
- relative energy (zero: lowest compared OMol25 entry of this formula, charge and spin) (kcal/mol) = 67.6
- charge = 0
- spin multiplicity = 1

XYZ file:
```
14
Properties=species:S:1:pos:R:3:forces:R:3
C 2.1747 -1.0602 -0.0036 0.978 -1.946 0.038
C 0.8686 -0.9104 -0.0123 -0.339 0.687 0.510
N 0.2586 0.3557 -0.0048 0.425 0.406 -0.422
N 1.1515 1.4796 0.0201 -1.019 -1.156 0.948
C -1.1085 0.5529 -0.0307 1.042 -0.839 -0.410
N -1.8624 -0.4691 0.0151 -0.731 0.500 0.187
S -3.5182 -0.0537 0.0246 -0.842 -1.632 -0.227
H 2.8833 -0.2639 0.0856 0.158 0.257 -0.276
H 2.5372 -2.1164 -0.0309 -0.169 1.134 0.153
H 0.2336 -1.7719 0.1165 -0.427 0.226 -0.429
H 0.8761 1.9315 0.8780 0.475 0.610 0.232
H 0.9332 2.0944 -0.7333 -0.165 0.395 -0.747
H -1.4122 1.5947 -0.1863 -0.014 -0.135 0.275
H -4.0154 -1.3632 -0.1381 0.628 1.494 0.170
```
Forces are in eV/Å.

[3]
Formula: C4H8NO3
Source: OMol25
Level of theory: ωB97M-V/def2-TZVPD

Computed properties:
- F_max (eV/Å) = 4.10
- molecular weight (g/mol) = 118.11
- HOMO (eV) = -3.62
- structure (SMILES) = C[C@@H](O)[C@@H](N)C(=O)[O-]
- relative energy (zero: lowest compared OMol25 entry of this formula, charge and spin) (kcal/mol) = 48.7
- charge = -1
- spin multiplicity = 1

XYZ file:
```
16
Properties=species:S:1:pos:R:3:forces:R:3
C -0.3245 -0.0005 1.6689 1.379 0.310 0.462
C -0.7955 -0.3744 0.2936 -1.096 -0.258 -2.337
O -2.1252 0.2060 0.0590 -0.034 0.709 0.111
C 0.1418 -0.0567 -0.9519 -0.286 -2.314 3.372
N 0.3757 1.3471 -1.0334 0.044 0.895 -1.286
C 1.4066 -1.1226 -0.6800 -1.393 2.341 -1.204
O 2.1983 -0.7194 0.1854 0.519 -0.448 0.095
O 1.3522 -2.1009 -1.4313 0.370 -0.750 0.262
H 0.7256 -0.2632 1.8398 -0.079 -0.210 -0.506
H -0.8131 -0.3865 2.5677 -0.730 0.018 -0.507
H -0.2999 1.0977 1.7050 -0.377 -0.092 0.195
H -1.0637 -1.3857 -0.0402 0.688 -0.539 1.624
H -2.0273 0.9541 -0.5476 0.239 -0.090 0.216
H -0.5225 -0.5187 -1.6946 0.659 0.813 -0.791
H 0.6965 1.8065 -0.1920 0.137 -0.585 0.179
H 1.0750 1.5172 -1.7484 -0.040 0.200 0.116
```
Forces are in eV/Å.

[4]
Formula: C26H47N4S2
Source: OMol25
Level of theory: ωB97M-V/def2-TZVPD

Computed properties:
- F_max (eV/Å) = 10.10
- molecular weight (g/mol) = 479.82
- HOMO (eV) = -10.75
- charge = +1
- spin multiplicity = 1

XYZ file:
```
79
Properties=species:S:1:pos:R:3:forces:R:3
C -1.5203 5.8068 -2.6694 -0.265 0.128 -0.460
C -2.0261 5.4871 -4.2064 -0.318 -0.610 -0.071
C -1.8299 3.8825 -4.6267 0.228 0.226 -0.016
C -3.2728 3.1168 -4.7879 -0.485 0.119 -0.647
C -3.2194 1.4901 -4.5634 0.467 0.415 0.468
C -2.6827 1.2294 -3.0356 -0.282 0.303 -0.027
C -3.5602 0.1394 -2.1712 -0.029 0.310 0.074
C -3.6855 0.6005 -0.5701 -1.254 -0.671 -1.656
N -2.5704 0.0226 0.2876 0.969 1.687 -0.190
C -3.0492 0.1713 1.7146 -0.431 0.726 1.273
C -1.9340 0.7485 2.7684 -1.217 -0.525 1.219
C -2.5576 0.5528 4.3000 0.594 0.242 -0.094
C -1.3307 0.0796 5.2843 -0.650 0.836 1.024
C -1.2878 -1.5324 5.5792 0.248 0.112 -0.146
C -1.3617 -2.4869 4.2485 0.708 -1.387 0.229
C -0.1707 -3.6362 4.4175 -0.337 0.638 0.401
C 1.3015 -2.9263 4.0904 -0.021 -0.505 -0.230
C -1.2396 0.6982 0.0401 -0.156 2.070 -0.747
S -0.9969 2.3773 -0.1857 -0.642 -3.244 0.297
S 0.3301 -0.3794 -0.0816 -0.984 0.227 -0.210
C 1.3561 0.2220 -1.5293 -0.081 1.102 -2.114
C 2.7603 -0.6135 -1.7282 -0.032 0.790 -0.894
C 3.7736 -0.5873 -0.4481 -0.592 0.017 0.562
C 3.8903 -1.9990 0.3895 1.251 -1.475 3.769
C 4.3787 -1.9003 1.9872 -0.978 -5.609 -2.521
C 4.4995 -3.3948 2.6684 -0.813 1.321 -2.707
C 4.1218 -4.7423 1.8399 -0.110 3.965 -1.884
N 3.7028 -4.6207 0.4263 1.597 0.978 4.800
N 3.6483 -3.3858 -0.1271 0.472 3.640 0.707
H -0.3450 5.7860 -2.6249 -2.345 -0.164 0.047
H -1.8643 6.8858 -2.3371 0.667 -2.205 -0.717
H -2.0065 5.0234 -1.9279 1.159 1.562 -1.467
H -1.4183 6.1246 -4.9827 -1.423 -0.998 1.624
H -3.1989 5.6997 -4.2672 2.668 -0.158 -0.044
H -1.1322 3.4311 -3.7883 -1.510 0.552 -1.694
H -1.2656 3.7648 -5.6719 -1.118 0.387 2.363
H -4.0748 3.6183 -4.0697 1.703 -1.209 -1.286
H -3.6658 3.3278 -5.8921 0.831 -0.374 2.329
H -2.4323 1.0337 -5.3015 -1.664 0.816 1.204
H -4.2742 0.9771 -4.7378 2.218 1.203 0.307
H -2.7682 2.2666 -2.4669 0.288 -2.176 -1.116
H -1.5416 0.9497 -3.1095 -2.242 0.490 0.432
H -3.1199 -0.9647 -2.2560 -0.920 2.441 0.341
H -4.6578 0.1029 -2.6261 2.302 0.167 1.031
H -4.7160 0.1369 -0.1945 2.437 0.785 -0.541
H -3.8100 1.7689 -0.4606 0.510 -2.192 -0.265
H -3.5509 -0.8514 2.0668 1.401 2.122 -0.668
H -3.9323 0.9668 1.6917 1.836 -1.558 0.310
H -1.7639 1.8996 2.6384 -0.188 -2.371 -0.062
H -0.9138 0.1736 2.7679 -1.934 1.110 -0.424
H -3.3969 -0.2609 4.3530 1.505 1.549 -0.285
H -3.0253 1.5974 4.6312 1.053 -2.393 -0.548
H -0.3208 0.5195 4.8460 -1.952 -1.205 0.888
H -1.4813 0.6261 6.3350 0.413 -1.245 -2.198
H -0.2620 -1.7522 6.1237 -2.095 0.420 -1.009
H -2.1553 -1.8751 6.3188 1.846 0.987 -1.588
H -2.3825 -3.0928 4.1939 2.061 1.597 0.007
H -1.1444 -1.9460 3.2340 -0.664 -0.820 1.959
H -0.2505 -3.9975 5.5470 0.437 0.669 -2.429
H -0.3855 -4.5641 3.7275 0.606 1.889 1.283
H 1.5742 -3.0935 2.9479 -0.721 0.495 2.295
H 2.1866 -3.4197 4.7053 -1.882 1.051 -1.115
H 1.2713 -1.7600 4.3098 0.061 -2.510 -0.419
H 0.7190 0.0166 -2.5181 1.410 0.399 2.165
H 1.5400 1.4020 -1.5399 -0.302 -2.657 0.440
H 3.3339 -0.0705 -2.6236 -1.379 -1.245 1.989
H 2.4699 -1.6719 -2.1300 0.697 1.745 0.964
H 4.8575 -0.1635 -0.7143 -2.279 -1.359 0.446
H 3.3292 0.2092 0.3224 0.954 -1.948 -1.433
H 4.6247 -0.8838 2.5157 -0.585 -2.296 -1.162
H 4.8678 -3.5120 3.7864 -0.896 0.335 -2.603
H 4.1978 -5.8242 2.3390 -0.306 2.730 -1.510
H 3.3725 -3.3971 -1.1591 0.377 -0.188 1.955
C 6.4797 -2.0683 -3.4561 -0.558 1.097 -0.305
C 5.7953 -0.7394 -3.7315 -3.677 7.255 -1.534
N 5.2274 0.3631 -3.9601 4.518 -8.834 1.908
H 6.3115 -2.3661 -2.4174 0.014 0.140 -0.126
H 6.0760 -2.8398 -4.1174 0.018 0.212 0.040
H 7.5553 -1.9769 -3.6305 -0.207 0.082 0.013
```
Forces are in eV/Å.

[5]
Formula: C29H45Ge2N6OPtS
Source: OMol25
Level of theory: ωB97M-V/def2-TZVPD

Computed properties:
- F_max (eV/Å) = 0.37
- molecular weight (g/mol) = 866.08
- HOMO (eV) = -10.58
- relative energy (zero: lowest compared OMol25 entry of this formula, charge and spin) (kcal/mol) = 47.2
- charge = +1
- spin multiplicity = 1

XYZ file:
```
85
Properties=species:S:1:pos:R:3:forces:R:3
Pt 0.2667 0.1468 -0.0491 -0.348 -0.070 0.093
C 1.3593 -0.5496 4.6699 0.019 -0.057 0.066
C 0.7757 0.0502 3.3906 0.003 0.046 -0.015
Ge 0.5589 -1.2637 1.9445 -0.014 0.010 -0.013
C -0.8615 -2.5766 2.2966 -0.077 0.071 -0.073
C -0.4688 -3.6218 3.3406 0.067 -0.019 0.083
C 2.2457 -2.2002 1.6998 -0.011 0.007 0.036
C 3.0055 -2.1136 0.6050 0.012 -0.003 -0.004
Ge 2.3238 -0.9907 -0.8495 -0.150 0.127 -0.032
C 3.0966 0.8271 -0.8837 0.032 -0.051 -0.083
C 4.6241 0.8566 -1.0249 0.037 0.034 0.007
C 1.9265 -1.7975 -2.5957 -0.036 0.033 -0.004
C 3.0936 -2.2352 -3.4802 0.064 0.019 -0.031
C 4.3274 -2.7693 0.4416 0.000 -0.017 -0.027
C 4.8843 -3.5860 1.4305 -0.003 -0.015 -0.040
C 6.1211 -4.1764 1.2471 0.003 0.006 -0.006
C 6.8364 -3.9659 0.0739 0.013 -0.009 0.002
C 6.3045 -3.1539 -0.9124 -0.001 0.005 0.000
C 5.0631 -2.5645 -0.7222 0.053 0.034 -0.007
H 1.4825 0.2134 5.4404 0.001 0.017 -0.016
H 2.3411 -0.9926 4.4945 -0.003 -0.006 -0.010
H 0.7176 -1.3250 5.0889 -0.008 0.013 -0.012
H 1.4405 0.8310 3.0155 0.036 0.039 -0.036
H -0.1875 0.5287 3.5730 -0.029 -0.035 -0.006
H -1.1130 -3.0744 1.3596 0.035 0.015 -0.003
H -1.7607 -2.0369 2.6038 0.012 0.016 0.015
H 0.4239 -4.1724 3.0392 0.000 0.002 -0.012
H -1.2674 -4.3520 3.4757 -0.013 0.007 -0.009
H -0.2680 -3.1805 4.3172 -0.007 0.010 -0.012
H 2.5960 -2.8033 2.5350 0.008 -0.009 0.019
H 2.8222 1.3406 0.0469 -0.047 -0.004 0.038
H 2.6174 1.3687 -1.7003 0.028 0.007 -0.026
H 5.1208 0.3253 -0.2133 -0.010 -0.012 0.003
H 4.9773 1.8883 -1.0185 0.005 -0.001 0.010
H 4.9466 0.4111 -1.9666 -0.007 -0.010 0.005
H 1.3279 -1.0412 -3.1122 -0.008 0.010 0.013
H 1.2655 -2.6444 -2.4056 0.005 -0.004 0.032
H 3.7825 -1.4148 -3.6904 0.014 0.004 0.019
H 2.7155 -2.5864 -4.4407 -0.019 0.014 -0.005
H 3.6606 -3.0524 -3.0365 -0.031 0.007 -0.016
H 4.3547 -3.7693 2.3550 -0.027 -0.004 0.001
H 6.5329 -4.8070 2.0238 -0.001 -0.002 0.006
H 7.8028 -4.4311 -0.0652 0.004 -0.003 0.002
H 6.8514 -2.9755 -1.8287 0.006 0.000 -0.004
H 4.6791 -1.9249 -1.5103 0.004 -0.005 0.067
C -2.0157 -1.8514 -3.8016 0.082 0.046 -0.033
N -2.6228 -0.8570 -2.9179 -0.148 0.061 0.181
C -2.2622 -0.5594 -1.6846 0.316 -0.049 -0.158
S -0.9812 -1.5046 -0.9324 -0.063 -0.125 0.109
N -2.8555 0.4157 -1.0124 -0.098 0.069 0.059
C -3.7761 1.3740 -1.6053 -0.046 0.002 0.016
H -2.0562 -1.4593 -4.8152 -0.080 -0.023 0.016
H -2.5447 -2.8005 -3.7336 0.028 -0.006 -0.002
H -0.9730 -1.9845 -3.5264 -0.020 -0.049 0.021
H -3.4052 -0.3502 -3.3061 0.033 0.048 -0.084
H -2.4752 0.6491 -0.1048 -0.004 -0.136 -0.055
H -4.5601 0.8670 -2.1677 -0.003 0.003 0.005
H -3.2512 2.0778 -2.2551 0.001 -0.031 -0.046
H -4.2668 1.9154 -0.8013 0.050 0.034 -0.008
O -0.6860 2.0172 1.2451 0.287 -0.016 -0.066
C -0.6913 3.2553 1.1976 -0.185 -0.104 -0.015
C -0.5962 4.0528 -0.0646 0.000 0.023 0.051
C 0.9296 4.2496 -0.2669 -0.026 -0.077 -0.076
C 1.7344 4.7392 0.9516 0.010 0.085 0.001
C 1.8666 3.7471 2.1245 0.039 -0.095 0.029
C 0.6743 3.7591 3.0921 -0.031 0.092 0.063
N -0.5712 3.9964 2.3362 -0.015 -0.022 -0.058
H -1.0797 5.0233 0.0633 -0.017 -0.003 -0.014
H -1.0339 3.5350 -0.9127 0.020 -0.002 -0.014
H 1.0691 4.9386 -1.1010 0.002 0.037 0.044
H 1.3448 3.2938 -0.5973 0.028 -0.038 0.015
H 1.3316 5.6920 1.3140 -0.009 0.002 -0.007
H 2.7357 4.9768 0.5895 0.002 -0.038 -0.004
H 2.7783 3.9527 2.6877 -0.013 0.031 0.001
H 1.9927 2.7374 1.7172 -0.011 -0.003 -0.012
H 0.7579 4.5811 3.8017 0.024 -0.012 0.002
H 0.5933 2.8399 3.6655 0.025 -0.037 -0.030
H -0.6892 4.9815 2.1472 0.005 -0.004 0.008
N -0.1672 1.3895 -1.8058 0.147 0.173 0.014
C -0.1508 1.7197 -2.9217 0.274 -0.051 0.213
C -0.1350 2.1169 -4.2359 -0.141 -0.204 -0.021
C 0.6940 3.2000 -4.6091 0.000 0.137 -0.071
N 1.3749 4.1010 -4.8378 0.032 -0.042 -0.011
C -1.0456 1.4378 -5.0786 -0.128 0.276 -0.085
N -1.8607 0.8746 -5.6702 0.024 -0.169 0.003
```
Forces are in eV/Å.

[6]
Formula: C3H3Cl2N
Source: OMol25
Level of theory: ωB97M-V/def2-TZVPD

Computed properties:
- F_max (eV/Å) = 0.90
- molecular weight (g/mol) = 123.97
- HOMO (eV) = -10.46
- structure (SMILES) = C=C(Cl)C#N.Cl
- relative energy (zero: lowest compared OMol25 entry of this formula, charge and spin) (kcal/mol) = 17.1
- charge = 0
- spin multiplicity = 1

XYZ file:
```
9
Properties=species:S:1:pos:R:3:forces:R:3
C 0.1867 -0.0377 -1.1868 -0.042 0.089 -0.367
C -0.1257 0.2090 -2.4534 -0.559 -0.163 0.682
Cl -1.7638 0.3708 -3.0111 0.034 -0.002 0.128
C 0.8313 0.3368 -3.4871 0.356 0.029 -0.319
N 1.5820 0.4282 -4.3482 0.232 0.042 -0.193
H 1.2167 -0.1333 -0.8912 0.194 0.000 -0.013
H -0.5661 -0.1409 -0.4274 -0.213 0.019 0.047
Cl 0.6084 0.6220 2.4086 -0.009 -0.013 -0.023
H -0.1919 -0.3731 2.3285 0.007 -0.002 0.058
```
Forces are in eV/Å.

The highest spin multiplicity belongs to which entry?
C12H8F9N3OS2Se2TcTe2